ORCA calculation (wB97M-V/def2-TZVPD) on a structure of composition C31H48N2O6Se2SiV.

The geometry in XYZ format:
```
91
Properties=species:S:1:pos:R:3:forces:R:3
V 0.447447 -1.186203 0.239888 0.0718 -0.0413 -0.0132
C 3.855025 -1.821123 1.030404 0.0031 0.0020 0.0059
Se 2.501703 -2.803633 0.044066 0.0402 0.0138 0.0099
C 1.972914 -4.104513 1.397779 -0.0467 0.0095 0.0455
C 1.547492 -3.492859 2.719806 0.0478 0.0077 -0.0666
Se -0.015050 -2.324938 2.523958 0.0263 -0.0469 0.1042
C 0.386025 -1.051861 3.934752 -0.0107 0.0255 0.0176
H 4.689625 -2.480664 1.253368 -0.0014 -0.0036 -0.0102
H 3.443983 -1.388776 1.938529 -0.0112 -0.0021 -0.0049
H 4.174270 -1.016247 0.372702 -0.0009 -0.0049 -0.0052
H 2.818044 -4.773903 1.555020 0.0061 0.0008 -0.0129
H 1.175610 -4.677632 0.921586 0.0067 0.0024 -0.0136
H 2.343402 -2.896669 3.163110 -0.0215 0.0177 0.0089
H 1.274515 -4.275242 3.426460 -0.0222 -0.0028 -0.0078
H 1.366786 -0.610169 3.785498 -0.0051 -0.0096 -0.0137
H 0.330025 -1.569465 4.888228 0.0005 -0.0099 -0.0069
H -0.380023 -0.281108 3.893350 -0.0017 -0.0023 -0.0143
C 4.009633 3.055619 -2.687890 0.0202 0.0007 0.0050
C 3.187662 1.778771 -2.782333 0.0108 0.0141 -0.0568
C 3.979301 0.581590 -2.269734 0.0114 -0.0065 0.0020
C 2.715427 1.537394 -4.207345 -0.0104 -0.0009 0.0166
O 1.987289 1.955082 -1.997816 -0.0204 -0.0367 0.0318
Si 1.717023 1.766908 -0.415942 0.0758 0.0127 -0.0974
O 1.541466 0.148598 -0.087270 0.0593 -0.0607 0.1038
O 0.316964 2.437317 0.033921 -0.0634 0.0453 0.0208
C -0.687067 3.206262 -0.669673 -0.0048 0.0004 -0.0085
C -1.285468 2.344860 -1.774488 -0.0143 -0.0026 -0.0022
C -0.050309 4.468091 -1.233412 0.0061 0.0099 -0.0107
C -1.737823 3.546099 0.374233 -0.0134 0.0036 -0.0013
O 2.988103 2.311871 0.431440 0.0025 -0.0186 -0.0329
C 3.113669 2.764291 1.790260 -0.0193 0.0110 0.0591
C 2.364637 1.811311 2.715020 0.0027 -0.0063 0.0100
C 2.549705 4.174281 1.894108 -0.0149 0.0103 -0.0168
C 4.602698 2.749238 2.096479 0.0027 -0.0058 -0.0106
H 4.910846 2.972136 -3.296922 -0.0017 -0.0004 -0.0018
H 4.302553 3.244039 -1.654703 -0.0061 0.0021 -0.0058
H 3.428097 3.904128 -3.049955 -0.0053 0.0018 0.0083
H 4.850769 0.411570 -2.902710 0.0014 0.0069 0.0015
H 3.362480 -0.319941 -2.288775 -0.0033 0.0032 0.0037
H 4.330146 0.762528 -1.251015 -0.0091 0.0004 0.0010
H 3.566448 1.428618 -4.880250 0.0048 0.0018 0.0054
H 2.109376 2.377246 -4.547871 -0.0019 -0.0023 -0.0009
H 2.112928 0.629201 -4.259166 -0.0032 0.0035 -0.0019
H -0.523146 2.075162 -2.506919 0.0040 -0.0033 0.0066
H -2.077626 2.891000 -2.288975 0.0009 0.0040 0.0025
H -1.718551 1.437015 -1.348673 0.0087 -0.0002 0.0002
H 0.717373 4.216278 -1.965519 0.0045 0.0010 0.0033
H 0.401638 5.056246 -0.433237 0.0039 -0.0048 -0.0031
H -0.804801 5.083646 -1.724853 -0.0069 -0.0048 0.0040
H -2.159228 2.631799 0.795286 0.0039 0.0019 0.0022
H -2.544857 4.126278 -0.074310 0.0004 0.0001 -0.0001
H -1.296930 4.133850 1.180412 0.0022 -0.0048 0.0030
H 1.297502 1.804960 2.477735 0.0038 0.0000 -0.0018
H 2.482273 2.115816 3.756146 0.0064 0.0069 -0.0062
H 2.765805 0.800907 2.600574 -0.0061 0.0001 -0.0064
H 1.481899 4.173662 1.672686 0.0075 0.0016 0.0009
H 3.054945 4.830279 1.184359 -0.0010 -0.0014 0.0004
H 2.696839 4.573927 2.898362 0.0054 -0.0128 0.0041
H 5.000563 1.737702 1.996612 0.0013 0.0022 -0.0031
H 4.792588 3.099853 3.111429 -0.0083 0.0018 0.0009
H 5.133579 3.398517 1.400242 0.0023 -0.0014 0.0022
O -0.374463 -5.005215 -1.110184 -0.0136 -0.0124 0.0021
C -1.104974 -4.068692 -0.913923 0.0852 0.0153 0.0286
N -2.469025 -4.024594 -0.957477 0.0234 -0.0402 -0.0073
C -3.034997 -2.737630 -0.571735 0.0017 0.0049 -0.0551
C -1.724941 -2.005592 -0.357142 0.0265 -0.0818 -0.0072
O -1.531269 -0.821768 0.070124 -0.0659 0.0095 -0.0251
N -0.668526 -2.767597 -0.549938 -0.1246 0.1422 -0.0357
C -3.732897 -2.768897 0.788411 -0.0143 0.0170 0.0338
C -4.351816 -1.609429 1.249690 -0.0127 -0.0009 0.0391
C -4.931194 -1.584885 2.507900 0.0060 0.0109 -0.0322
C -4.899724 -2.716324 3.313657 0.0081 -0.0257 -0.0002
C -4.283348 -3.869999 2.856046 -0.0194 0.0127 0.0271
C -3.693792 -3.895682 1.598276 0.0070 -0.0001 -0.0321
C -3.876730 -2.127945 -1.683178 0.0035 0.0031 0.0152
C -5.226068 -2.450391 -1.771497 -0.0168 -0.0012 0.0009
C -5.989904 -1.968735 -2.823517 0.0026 -0.0007 -0.0039
C -5.412825 -1.154366 -3.787682 0.0095 -0.0009 0.0067
C -4.067913 -0.826715 -3.700130 -0.0154 0.0001 -0.0059
C -3.300753 -1.315406 -2.653095 0.0010 0.0037 -0.0012
H -3.005497 -4.781969 -1.345591 -0.0224 0.0140 0.0056
H -4.384353 -0.728588 0.620710 0.0025 0.0028 -0.0051
H -5.416965 -0.683381 2.857407 0.0017 0.0018 -0.0032
H -5.362518 -2.697679 4.291426 0.0009 -0.0070 0.0007
H -4.262993 -4.757760 3.474384 -0.0012 0.0011 0.0002
H -3.211151 -4.799338 1.250009 0.0020 0.0060 0.0021
H -5.685304 -3.070450 -1.010949 0.0039 -0.0001 0.0006
H -7.038610 -2.226555 -2.886657 -0.0003 0.0018 -0.0013
H -6.011016 -0.773365 -4.604424 -0.0020 -0.0014 -0.0003
H -3.614169 -0.189548 -4.447520 0.0053 0.0002 0.0025
H -2.250453 -1.050509 -2.601466 -0.0028 -0.0040 -0.0028
```
Positions in Å, forces in eV/Å.

M	781.68	g/mol
net charge	+1
gap between HOMO and LUMO (spin up / spin down)	0.30284 / 0.32108	Ha
2S+1	3
energy relative to the best compared isomer or geometry (same formula, charge and spin)	0.0000	eV
total energy	-212452.87854	eV
HOMO (spin up / spin down)	-11.61 / -11.61	eV
LUMO energy (spin up / spin down)	-3.37 / -2.87	eV

ORCA calculation (wB97M-V/def2-TZVPD) on a structure of composition C31H48O2P2Sm.

The geometry in XYZ format:
```
84
Properties=species:S:1:pos:R:3:forces:R:3
Sm 0.195777 0.685427 1.872919 -4.2164 1.9387 1.4955
C 1.250520 0.468816 4.123036 -1.0201 2.0298 -0.2010
C 2.292737 1.051493 3.324347 -0.9220 0.5771 0.3072
C 0.475101 2.547922 3.298793 1.9877 -0.7272 1.4231
C 0.093805 1.415493 4.112299 2.7852 0.1077 0.3811
C 1.843103 2.329936 2.821543 -1.0729 -0.4519 0.7000
C 1.328666 -0.787435 4.935590 -0.1379 0.4557 -0.1158
H 2.009947 -1.499041 4.476639 0.1797 -0.1557 0.1563
H 0.349357 -1.252698 5.043587 0.1640 0.1098 0.0238
H 1.692295 -0.499623 5.917424 0.1930 -0.2732 0.2341
C -1.241871 1.207808 4.738834 0.1597 -0.0709 0.1496
H -1.365680 0.177796 5.084242 0.1232 0.7451 0.1456
H -2.059646 1.421707 4.036407 0.0028 0.0019 0.3044
H -1.280279 1.866378 5.583410 -0.4196 0.6227 0.5105
C -0.383769 3.743851 3.020005 0.4074 -0.6454 0.0320
H -0.279083 4.355023 3.911593 -0.3944 0.4448 -0.0478
H -1.425557 3.457549 2.880583 -0.1840 0.1884 0.0930
H -0.031862 4.292917 2.152213 -0.0416 0.2066 -0.0351
C 2.644143 3.315455 2.005871 -0.3501 -0.2974 0.6596
H 3.143541 3.960070 2.731623 0.1822 0.2330 -0.3124
H 2.008600 3.930018 1.363676 0.1413 0.0031 0.0485
H 3.398686 2.820241 1.401459 0.1567 0.0992 -0.0503
C 3.687887 0.498448 3.178417 -0.6980 0.5493 0.2911
H 4.270824 1.021068 3.937097 0.3928 -0.2030 -0.0803
H 4.110331 0.706571 2.200829 0.1974 -0.0032 -0.0879
H 3.711025 -0.566243 3.375442 0.1474 -0.1104 0.0630
C -0.415095 -1.387725 1.015857 0.6584 -2.6123 2.1935
C 0.720143 -1.698777 1.753465 -2.8066 -1.7073 -0.5713
C 2.033093 -1.963837 1.191359 1.5231 -0.2566 -0.8164
C 2.459647 -1.008506 0.033230 0.5783 -1.2025 -0.3483
C 2.065559 0.415084 0.124021 -0.0035 2.2422 -1.3903
C 0.926095 0.955412 -0.427702 2.4499 0.0275 -0.4068
C -0.139625 0.146155 -1.087310 -0.6436 0.1455 -0.3830
C -0.509397 -1.212706 -0.419487 -0.1146 -0.7858 -2.0901
H 1.965718 -3.005239 0.825234 0.4136 0.2818 -0.1089
H 2.067049 -1.385031 -0.916239 0.1524 -0.0857 0.1175
H 2.817579 -1.969510 1.966938 -0.4495 0.0488 -0.2527
H 0.108571 -2.010370 -0.835250 -0.0402 0.1114 -0.4160
H -1.374438 -1.242241 1.578306 1.0225 -0.2782 -0.5046
H 0.592044 -1.929070 2.821634 -0.2020 0.3357 -0.5860
H -1.552979 -1.453416 -0.697167 0.5081 0.1833 0.0181
H -1.064778 0.743072 -1.224919 0.5621 -0.1985 0.0450
H 0.797760 2.065833 -0.450139 0.2543 -0.7756 0.1686
H 0.261847 -0.032622 -2.102840 -0.4668 -0.1005 0.1930
H 3.559951 -1.035461 -0.055664 -0.4495 -0.0682 0.0394
H 2.833931 1.117830 0.509407 -0.7279 -0.4825 -0.2904
P -0.682939 -0.079462 -5.395118 -0.1615 -0.2093 0.0025
P -0.338191 2.678362 -6.958283 0.0280 0.0518 -0.3404
C -0.700092 -0.130422 -7.269922 0.0452 -0.0429 0.1911
C -1.045545 1.222187 -7.906184 -0.0020 0.3874 0.0664
H -1.447419 -0.882277 -7.559333 0.3148 0.0634 -0.0662
H 0.284494 -0.482895 -7.617475 -0.2838 0.1267 0.1427
H -0.639216 1.275535 -8.924282 -0.2640 -0.0518 0.0552
H -2.139284 1.351542 -7.970539 0.3592 0.0082 0.0725
C -1.152521 4.052935 -7.865214 -0.1371 0.1989 -0.1563
H -0.696584 5.005588 -7.554959 -0.1359 -0.2827 -0.1193
H -2.220902 4.094174 -7.601505 0.3421 -0.0244 -0.0875
H -1.056062 3.948823 -8.954706 -0.0436 0.0698 0.1943
C 1.324533 2.731985 -7.770379 0.0829 0.1229 0.0841
H 1.245289 2.740091 -8.866764 0.0443 -0.0135 0.2340
H 1.922399 1.864917 -7.456074 -0.1173 0.2107 -0.0976
H 1.850481 3.642060 -7.442484 -0.1130 -0.3030 -0.1212
C -2.132715 -1.176365 -5.079974 -0.0909 -0.1541 0.1149
H -2.195432 -1.390656 -4.002040 -0.0630 0.0163 -0.2915
H -2.054862 -2.124938 -5.631927 -0.0698 0.2010 0.1649
H -3.059343 -0.662258 -5.378327 0.2938 -0.1575 0.1060
C 0.676049 -1.276434 -5.069289 0.1903 -0.2280 0.0356
H 1.645584 -0.826225 -5.335138 -0.3175 -0.1382 0.0732
H 0.545672 -2.209444 -5.635623 0.1067 0.1419 0.1746
H 0.698041 -1.509232 -3.991856 0.0191 -0.0291 -0.3138
O -3.300526 -0.748156 3.077005 -0.4345 0.3770 -0.6847
C -2.324496 -1.311331 3.567727 -3.8231 -1.7986 1.3984
O -1.168940 -0.946910 3.466245 4.2742 1.1055 -1.1221
C -2.541134 -2.552110 4.436245 -0.0839 -1.1282 0.1541
C -1.454467 -3.401692 4.760195 -0.5382 0.2458 0.0008
C -1.642522 -4.587206 5.478621 -0.2055 0.3254 -0.1727
C -2.926252 -4.961975 5.881863 -0.0722 0.3700 -0.1995
C -4.023058 -4.144945 5.559666 0.6255 0.1013 -0.0915
C -3.832648 -2.956017 4.838181 0.2697 -0.0850 0.0964
H -0.446447 -3.141000 4.435656 -0.2901 -0.0247 0.0682
H -0.780359 -5.212654 5.707656 -0.2427 0.0995 -0.0204
H -3.065289 -5.888940 6.438182 -0.0410 0.2539 -0.1397
H -5.020454 -4.446667 5.873374 0.1795 0.1340 -0.1044
H -4.696144 -2.335834 4.586136 0.3733 -0.1377 0.0010
```
Positions in Å, forces in eV/Å.

M	665.03	g/mol
net charge	+1
gap between HOMO and LUMO (spin up / spin down)	0.19410 / 0.20202	Ha
2S+1	6
energy relative to the best compared isomer or geometry (same formula, charge and spin)	2.8251	eV
total energy	-73493.44469	eV
HOMO (spin up / spin down)	-9.59 / -9.59	eV
LUMO energy (spin up / spin down)	-4.31 / -4.09	eV

Q: Look up the M of the first one.
A: 781.68 g/mol

Q: What is the formula in the first record?
A: C31H48N2O6Se2SiV

Q: Among the records above, which one has the highest energy relative to the best compared isomer or geometry (same formula, charge and spin)?
A: C31H48O2P2Sm